# 1
{"formula": "C14H28N2O4", "method": "wB97M-V/def2-TZVPD", "homo_ev": -9.48, "smiles": "CC(C)OCCCNC(=O)C(=O)NCCCOC(C)C", "spin_multiplicity": 1, "relative_energy_kcal_mol": 27.5, "species": ["H", "H", "H", "H", "H", "O", "C", "C", "C", "H", "H", "N", "C", "H", "H", "H", "N", "H", "C", "H", "H", "O", "H", "H", "C", "H", "H", "H", "H", "C", "O", "H", "H", "H", "H", "C", "C", "O", "H", "H", "C", "C", "H", "C", "H", "C", "C", "H"], "coordinates": [[-1.70740, -4.59963, -2.68011], [2.70335, 5.16836, 0.17987], [2.25735, 1.22344, 2.44771], [-0.86045, 0.12677, -1.91459], [-3.05542, 0.78429, -4.17631], [1.34495, 3.30896, 1.28583], [-2.58059, -0.19077, -4.11547], [1.40966, 4.62368, 1.81102], [0.78673, -1.84844, -0.34623], [3.55311, 4.68779, 1.64817], [2.18140, 4.01578, 3.73304], [1.30025, -0.12678, 1.20982], [-0.01238, -3.74934, -1.68281], [-0.70554, 3.32726, 1.57406], [0.18697, 2.07545, 3.52196], [0.43953, 4.33419, 3.73527], [0.33233, -3.09999, -0.44390], [-0.79027, 1.00703, 2.50575], [-2.37076, -2.85462, -1.62456], [1.32887, -0.07357, 3.25880], [-1.53645, -0.10186, -4.40139], [1.12821, -1.12249, -1.26459], [-3.07173, -0.87181, -4.80499], [-3.43742, -3.13508, -1.60557], [1.33561, 0.63809, 2.42961], [0.54503, 5.19986, 1.43686], [-0.04773, 2.10744, 0.46703], [1.57808, 5.67747, 3.68147], [0.07517, -3.53883, 0.43359], [-2.66880, -0.73778, -2.69393], [-2.10547, -2.03794, -2.73727], [1.54999, 0.32571, 0.33856], [-3.72907, -0.81490, -2.39342], [2.77458, 6.27683, 1.55938], [-2.10704, -0.10892, -0.68272], [0.82136, -1.36725, 1.10936], [0.12127, 2.62171, 1.42088], [0.42719, -2.07171, 2.02562], [-1.75226, -4.78440, -0.91534], [0.59052, -4.65518, -1.80543], [1.39875, 4.66101, 3.34114], [0.13541, 1.58289, 2.55122], [-2.26737, 1.20498, -1.84681], [2.69639, 5.23460, 1.26405], [0.22108, -3.04492, -2.48399], [-1.92852, 0.18086, -1.71667], [-1.50027, -4.10474, -1.73169], [-2.14475, -2.33139, -0.68504]], "forces_ev_per_angstrom": [[0.0, -0.1, 0.0], [0.0, 0.0, -0.1], [0.0, -0.1, 0.1], [0.1, 0.0, 0.0], [0.0, 0.1, 0.0], [0.2, -0.1, 0.0], [-0.1, -0.3, 0.4], [0.2, 0.4, 0.1], [0.0, -0.1, -0.1], [0.1, 0.0, 0.1], [0.1, -0.1, 0.1], [0.2, 0.3, -0.4], [-0.1, -0.1, -0.4], [0.0, 0.0, -0.1], [-0.1, 0.0, 0.0], [-0.1, 0.0, 0.1], [-0.1, -0.2, 0.4], [-0.1, 0.0, 0.0], [-0.1, -0.3, 0.1], [0.1, 0.1, -0.1], [0.1, 0.1, -0.1], [0.0, 0.0, -0.1], [-0.1, 0.0, -0.1], [0.1, 0.1, 0.0], [-0.2, 0.0, 0.4], [0.1, -0.1, 0.0], [-0.1, 0.1, 0.1], [0.0, 0.1, 0.1], [0.1, 0.2, 0.0], [-0.1, 0.4, -0.1], [0.2, -0.1, -0.1], [0.0, -0.2, 0.0], [0.1, 0.0, -0.1], [0.0, 0.1, 0.0], [0.0, 0.0, 0.1], [0.0, 0.1, 0.1], [-0.3, -0.2, 0.2], [0.0, 0.0, 0.1], [0.0, -0.1, 0.0], [0.0, 0.1, -0.1], [-0.1, -0.1, -0.4], [0.3, 0.2, -0.3], [-0.1, 0.1, 0.0], [-0.4, -0.2, 0.0], [0.0, -0.2, 0.0], [-0.2, -0.4, -0.1], [0.0, 0.6, 0.0], [-0.1, 0.0, -0.1]]}



# 2
{"formula": "C14H28N2O8Ti", "method": "wB97M-V/def2-TZVPD", "homo_ev": [-2.55, -2.51], "total_charge": -1, "spin_multiplicity": 4, "s_squared": 3.7522, "species": ["H", "C", "H", "C", "Ti", "H", "C", "H", "C", "H", "H", "O", "O", "H", "H", "H", "H", "H", "C", "H", "H", "H", "H", "N", "O", "C", "H", "C", "H", "C", "C", "C", "O", "H", "O", "H", "H", "C", "O", "N", "O", "H", "C", "H", "H", "H", "H", "O", "H", "H", "H", "C", "C"], "coordinates": [[6.19945, 1.13023, -2.99049], [0.09476, -0.84162, -4.63970], [4.33533, 0.81040, 3.93212], [-0.95259, -5.69014, -0.06033], [-0.28764, -1.47605, -0.15436], [4.10335, 1.14033, -1.61803], [2.88683, -0.69358, 3.55800], [-0.38702, 2.51293, 2.61483], [-0.15608, 3.57780, 2.58601], [-3.47442, -0.68663, 3.55868], [-2.08469, -4.78278, 1.56543], [0.27697, -5.07952, -0.06615], [0.03944, 2.45977, 0.04652], [-2.30486, -6.52885, 1.36077], [6.20135, -0.66066, -2.94508], [0.77875, 5.31589, -2.11472], [1.58895, 0.55499, -5.05005], [-4.67518, 2.16711, -0.84365], [-1.57841, -5.71710, 1.32289], [-5.03930, 0.52300, -1.16461], [-0.75877, 3.93693, 3.42021], [4.93634, -0.50130, 3.00596], [0.90987, 3.63700, 2.80591], [-0.80229, -1.16687, -3.94165], [-5.50963, 1.20868, 0.82796], [-4.68896, 0.32324, 1.45854], [1.82187, -1.15809, -5.63075], [1.14084, -0.31246, -5.53464], [-6.26877, 1.64748, -1.07793], [-5.35596, 1.36728, -0.55223], [4.71392, 0.23880, -1.66854], [-0.24742, 3.68719, 0.25149], [-0.13974, 4.66921, -0.56242], [0.91415, 3.57678, -1.88427], [-0.62361, 4.22784, 1.39402], [5.11943, 0.33890, -3.87867], [-4.61803, -0.07874, 4.70503], [5.58328, 0.23591, -2.89768], [3.94310, -0.89090, -1.51455], [1.78724, -0.98069, 3.25438], [-5.08937, 0.28094, 2.71719], [-0.62146, 4.31971, -2.50529], [4.27134, -0.27373, 3.83909], [4.65376, -0.77845, 4.72629], [-0.94459, -6.72079, -0.41501], [5.33665, 0.31459, -0.77715], [-1.67739, -5.20133, -0.71138], [-3.82165, -0.36000, 0.90367], [-5.09067, -1.45274, 3.87047], [0.75103, -0.11355, -6.53292], [-0.87502, -5.95252, 2.12160], [0.22669, 4.42078, -1.82815], [-4.54115, -0.52459, 3.71337]], "forces_ev_per_angstrom": [[0.7, 0.2, 0.7], [-3.2, -0.3, 1.9], [-0.2, 0.0, 0.3], [1.1, 0.9, 0.6], [0.6, -1.0, -0.1], [-0.3, 1.0, -0.4], [-2.6, -0.5, -1.1], [0.0, -0.1, -0.7], [-1.0, -1.2, 0.8], [-0.1, -0.4, -0.3], [0.0, 0.2, 0.1], [-0.5, 0.7, -0.3], [-1.2, 4.5, 0.6], [-0.6, -0.1, 0.1], [0.1, 0.0, 0.1], [0.0, -0.1, -0.4], [0.2, -0.2, -0.3], [0.3, 0.1, 0.6], [-0.6, -0.5, 0.4], [0.3, -0.6, 0.9], [0.3, 0.6, -0.2], [-0.3, -0.3, -0.1], [0.0, 0.6, -0.5], [3.0, 1.0, -2.2], [0.3, -0.6, 0.7], [1.1, -1.7, -1.8], [0.6, 0.4, 0.0], [-0.4, -1.1, 0.5], [-0.6, 0.1, 0.9], [0.3, 0.4, -2.4], [-1.4, -1.8, 0.6], [1.4, -5.3, 0.7], [-1.2, 1.5, 1.1], [-0.2, -0.2, -0.2], [0.3, -0.3, 1.7], [-1.0, -0.6, 0.0], [-0.2, 0.9, -0.3], [0.7, 0.6, -1.0], [-0.1, 0.4, -0.5], [3.1, 0.8, 1.1], [-0.9, 1.2, -0.1], [-0.1, -0.3, 0.1], [0.0, -0.1, -0.2], [-0.1, 0.2, 0.0], [0.3, -0.8, -0.2], [1.0, 0.4, 0.4], [-0.6, 0.3, -0.5], [-1.7, 1.7, 1.5], [0.1, -0.2, -0.8], [-0.2, 0.2, 0.2], [0.4, 0.2, -0.2], [1.7, 0.1, -3.2], [1.2, -0.9, 1.0]]}



# 3
{"formula": "C14H28P2", "method": "wB97M-V/def2-TZVPD", "homo_ev": -5.96, "smiles": "C[C@H]1CC[C@H](C)P1CCP1[C@@H](C)CC[C@@H]1C", "spin_multiplicity": 1, "relative_energy_kcal_mol": 0.0, "species": ["H", "H", "C", "C", "H", "P", "C", "C", "H", "H", "H", "H", "H", "H", "C", "H", "H", "H", "C", "P", "C", "H", "H", "H", "C", "H", "C", "H", "C", "H", "H", "H", "H", "C", "H", "H", "H", "H", "H", "C", "H", "H", "C", "C"], "coordinates": [[-1.55009, -0.28266, 2.01678], [-1.59918, 1.70538, -0.34527], [2.55481, 2.14273, 0.86118], [-1.44278, 0.68873, 1.57301], [-0.73807, -2.50118, 0.42109], [-1.49101, -0.66367, -0.96550], [-0.79817, -2.95679, -1.75302], [-1.06882, -0.63701, -2.74794], [2.11081, -1.00628, 0.93236], [-1.80661, -0.12157, -3.36300], [-2.20800, -2.42425, -3.26803], [-0.52292, -2.43640, -3.86665], [1.43890, 0.36465, 3.64534], [0.60777, -0.20427, -4.03027], [0.74920, 3.93690, 1.12064], [2.89229, 1.41701, 0.13149], [-2.03526, 1.41840, 2.15363], [2.77653, -1.49114, 2.52388], [1.66977, 0.41870, 2.55606], [0.31091, 1.16028, 1.60066], [0.29692, 0.01160, -3.00750], [2.75045, 2.26283, 3.04130], [-3.31038, -2.96125, -1.21504], [3.75691, 0.96625, 2.26337], [1.94494, -0.99296, 2.02043], [1.02986, -0.37867, -2.29218], [-1.38050, -2.36891, -0.46112], [-1.04034, -4.03298, -1.84581], [-1.95047, 0.74685, 0.11092], [0.74905, 2.40628, -0.44046], [1.04746, -1.60936, 2.18297], [1.16676, 4.07084, 2.13894], [-0.34333, 4.04533, 1.19041], [-1.17044, -2.16195, -3.02064], [-2.75467, -3.93335, 0.15840], [-3.03561, 0.77768, 0.16879], [-3.34692, -2.29789, 0.43179], [0.30503, -2.99869, -1.65292], [1.03042, 4.74505, 0.45858], [2.74788, 1.45253, 2.28004], [3.20024, 3.03465, 0.78232], [0.21306, 1.09109, -2.85530], [-2.80894, -2.91849, -0.24291], [1.05252, 2.51594, 0.60917]], "forces_ev_per_angstrom": [[-0.1, -0.6, 0.2], [-0.3, -0.8, 0.1], [-0.2, -0.3, 0.4], [0.1, 1.3, -0.6], [-0.1, -0.2, -0.4], [0.1, 1.6, -0.2], [1.8, -1.1, 0.1], [0.3, 0.0, 0.3], [0.1, 0.2, 0.3], [-0.2, 0.0, 0.1], [0.2, 0.2, -0.2], [-0.2, 0.0, 0.2], [0.2, 0.1, -0.7], [0.2, 0.2, -0.1], [-1.0, -0.5, 0.5], [0.0, -0.1, -0.4], [0.1, -0.5, -0.2], [0.1, 0.0, 0.1], [-0.5, -0.6, 0.2], [-0.1, 0.4, 0.1], [-0.2, -0.5, 0.1], [0.0, -0.7, -0.3], [-0.1, 0.1, 0.3], [-0.7, 0.4, 0.2], [-0.1, -0.3, 0.0], [0.0, 0.1, -0.3], [-1.2, -0.4, -0.1], [-0.3, 0.5, 0.0], [-0.3, 0.2, 0.1], [0.4, 0.1, 0.2], [0.2, 0.1, 0.0], [-0.2, 0.0, -0.6], [0.2, 0.0, 0.3], [-0.1, 0.0, 0.2], [-0.1, -0.1, 0.1], [-0.2, 0.3, -0.1], [-0.6, 0.5, 0.5], [-0.4, 0.4, -0.1], [0.6, 0.1, -0.3], [1.1, 1.0, -0.6], [-0.3, -0.3, 0.1], [0.1, -0.1, -0.1], [1.1, -0.9, -0.3], [0.6, 0.1, 0.6]]}



| no. | calculated total energy (Eh) | maximum force (eV/Å) | molecular weight (g/mol) |
| --- | --- | --- | --- |
| 1 | -960.75658 | 0.56 | 288.39 |
| 2 | -2110.80437 | 5.50 | 400.25 |
| 3 | -1232.80735 | 2.09 | 258.33 |